Entry from OMol25: a molecular structure, CH2ClIOS at a distorted geometry (ωB97M-V with the def2-TZVPD basis set).

Last column: Mulliken charge in e.
Geometry (Å):
C: -0.5456 -0.0186 -0.0320  -0.83
O: -2.1751 -1.3890 2.5262  -0.36
S: -1.3544 -0.3495 3.2702  0.41
Cl: 0.3442 -1.3693 3.9036  -0.14
I: -1.5299 -1.8638 -0.0112  0.20
H: 0.5005 0.0988 0.1720  0.41
H: -1.3322 0.8331 0.0468  0.32

Cartesian forces (eV/Å) of the 6 atoms listed first:
C -3.028 0.595 0.410
O 0.551 1.549 2.087
S -0.475 -1.846 -1.173
Cl -0.348 0.374 -0.065
I 1.190 0.977 -0.991
H 0.177 -0.162 0.006

Calculated values
LUMO (spin up / spin down) = -0.5493 / -1.7301 eV
orbital gap (spin up / spin down) = 8.579 / 6.563 eV
M = 224.5 g/mol
HOMO (spin up / spin down) = -0.335 / -0.305 Eh
electronic energy = -34571.743 eV
energy above the lowest of the compared OMol25 structures with the same formula, charge and spin = 55.20 kcal per mole
total charge = 0